[1]
Density functional theory data (wB97M-V/def2-TZVPD) for a 3-piece molecular cluster, C3H13NO3 overall at a distorted geometry.

Atoms and positions in Å:
C (-2.132, 2.248, 0.624)
C (-2.244, 0.940, -0.021)
N (-1.089, 0.017, 0.203)
C (0.239, 0.680, 0.109)
O (1.245, -0.244, -0.275)
H (-2.753, 2.896, -0.018)
H (-2.711, 2.254, 1.602)
H (-1.170, 2.677, 0.792)
H (-2.171, 1.000, -1.238)
H (-3.151, 0.396, 0.295)
H (-1.115, -0.631, 1.043)
H (-0.082, 1.441, -0.664)
H (0.398, 1.314, 1.008)
H (0.885, -0.978, -0.798)
O (1.653, -2.907, -1.268)
H (2.274, -2.677, -1.915)
H (1.069, -3.603, -1.569)
O (3.964, -1.394, 0.850)
H (3.000, -1.085, 0.730)
H (3.891, -2.345, 0.510)

Calculated values
HOMO, Ha: -0.32535
Energy above the lowest of the compared OMol25 structures with the same formula, charge and spin, kcal per mole: 41.7
Spin multiplicity: 1
HOMO-LUMO gap, hartree: 0.343
Lowest unoccupied orbital energy, Ha: 0.0181

[2]
Density functional theory data (wB97M-V/def2-TZVPD) for a 2-piece molecular cluster, C3H7NO overall at a distorted geometry.

Atoms and positions in Å:
C (1.794, 1.936, -0.286)
C (1.721, 0.744, 0.296)
O (0.472, 0.223, 0.573)
H (2.770, 2.407, -0.230)
H (0.960, 2.600, -0.463)
H (2.565, 0.168, 0.651)
H (0.505, -0.335, 1.345)
C (-1.830, -1.425, -0.613)
N (-2.777, -1.185, 0.198)
H (-1.307, -0.637, -1.137)
H (-1.697, -2.456, -0.908)
H (-3.176, -2.040, 0.574)

Calculated values
HOMO, Ha: -0.33751
Energy above the lowest of the compared OMol25 structures with the same formula, charge and spin, kcal per mole: 64.7
Spin multiplicity: 1
HOMO-LUMO gap, hartree: 0.368
Lowest unoccupied orbital energy, Ha: 0.0307

[3]
Density functional theory data (wB97M-V/def2-TZVPD) for HfLi9O40S10 as an isolated structure at a distorted geometry.

Atoms and positions in Å:
Li (-2.205, -1.162, 3.631)
Li (-3.304, 0.938, -0.959)
Li (-2.326, 3.661, -0.963)
Li (4.052, -2.061, 0.176)
Li (-1.028, 2.537, 3.110)
Li (-2.697, -2.180, 1.753)
Li (-0.757, -0.463, -3.382)
Li (1.278, -4.032, 0.601)
Li (3.021, -0.045, -2.046)
Hf (0.259, 0.129, 0.316)
S (-0.712, 3.582, 0.561)
O (-0.761, 4.430, -0.679)
O (-0.584, 2.133, 0.254)
O (0.106, 4.049, 1.576)
O (-2.199, 3.673, 0.934)
S (1.878, -2.749, -1.319)
O (1.043, -3.917, -1.536)
O (1.106, -1.607, -0.993)
O (2.659, -3.053, 0.035)
O (2.995, -2.377, -2.257)
S (3.865, 0.002, 1.838)
O (2.536, -0.124, 1.099)
O (4.480, 1.220, 1.796)
O (3.743, -0.610, 3.250)
O (4.701, -0.940, 0.955)
S (1.386, 1.856, 3.473)
O (2.509, 2.628, 2.954)
O (0.337, 2.845, 4.204)
O (0.480, 1.275, 2.322)
O (1.641, 0.780, 4.327)
S (-1.155, 1.889, -2.721)
O (-2.443, 2.302, -1.927)
O (-1.644, 1.351, -3.968)
O (-0.348, 3.054, -2.984)
O (-0.300, 0.846, -2.048)
S (-1.518, -2.315, -4.848)
O (-0.441, -2.359, -3.801)
O (-2.418, -3.534, -4.943)
O (-2.210, -1.060, -4.725)
O (-0.685, -2.159, -6.112)
S (-2.607, -1.779, -1.009)
O (-3.413, -2.138, 0.193)
O (-1.306, -1.285, -0.608)
O (-2.391, -3.031, -1.848)
O (-3.425, -0.873, -1.721)
S (0.085, -2.646, 2.769)
O (0.356, -3.938, 2.117)
O (-1.422, -2.705, 3.206)
O (0.856, -2.528, 3.980)
O (0.300, -1.696, 1.730)
S (2.728, 2.374, -1.188)
O (3.704, 1.550, -2.040)
O (3.479, 2.954, -0.072)
O (2.159, 3.403, -2.058)
O (1.755, 1.266, -0.789)
S (-3.010, 0.660, 1.991)
O (-2.903, 1.516, 3.166)
O (-3.612, -0.625, 2.720)
O (-3.974, 1.007, 0.979)
O (-1.702, 0.081, 1.527)

Calculated values
HOMO, Ha: 0.33585
Spin multiplicity: 1
Total charge: -7
HOMO-LUMO gap, hartree: 0.056
Lowest unoccupied orbital energy, Ha: 0.3917

[4]
Density functional theory data (wB97M-V/def2-TZVPD) for a single C8H6F2Si molecule at a distorted geometry.

Atoms and positions in Å:
C (-3.732, -2.694, -0.065)
C (-3.418, -1.531, -0.150)
Si (-2.778, 0.582, 0.074)
F (-3.571, 1.316, 1.274)
F (-3.383, 1.463, -1.122)
C (-0.935, 0.704, -0.035)
C (-0.201, 1.902, -0.212)
C (1.203, 1.914, -0.071)
C (1.881, 0.699, 0.062)
C (1.168, -0.539, 0.104)
C (-0.210, -0.495, 0.120)
H (-3.859, -3.714, -0.279)
H (-0.544, 2.911, -0.368)
H (1.686, 2.783, -0.079)
H (2.890, 0.830, 0.023)
H (1.795, -1.501, 0.268)
H (-0.621, -1.496, 0.148)

Calculated values
HOMO, Ha: -0.36757
Spin multiplicity: 1
HOMO-LUMO gap, hartree: 0.373
Lowest unoccupied orbital energy, Ha: 0.0053

[5]
Density functional theory data (wB97M-V/def2-TZVPD) for C4H6N2O as an isolated structure at a distorted geometry.

Atoms and positions in Å:
C (-0.237, -0.265, -1.495)
N (0.389, 0.836, -0.976)
C (-0.597, 0.336, 0.781)
C (0.280, 0.060, 1.782)
O (1.739, 0.533, -0.676)
C (-1.282, -0.864, 0.071)
N (-2.016, -1.758, 0.283)
H (2.167, 1.398, -0.677)
H (-1.017, -0.013, -2.206)
H (0.335, -1.170, -1.677)
H (-1.249, 1.190, 0.659)
H (1.208, 0.613, 1.844)
H (0.279, -0.895, 2.285)

Calculated values
HOMO (alpha / beta), Ha: -0.32027 / -0.32014
Energy above the lowest of the compared OMol25 structures with the same formula, charge and spin, kcal per mole: 172.2
Spin multiplicity: 1
HOMO-LUMO gap (alpha / beta), hartree: 0.290 / 0.290
Lowest unoccupied orbital energy (alpha / beta), Ha: -0.0304 / -0.0304

[6]
Density functional theory data (wB97M-V/def2-TZVPD) for C11H9CoF3N2O7P2S2 as an isolated structure at a distorted geometry.

Atoms and positions in Å:
Co (0.401, -0.197, 0.205)
S (-2.131, 1.150, -0.714)
C (-2.271, -1.295, 0.602)
C (-3.662, -1.261, 0.883)
C (-4.321, -2.350, 1.409)
C (-5.705, -2.240, 1.751)
N (-6.810, -2.143, 2.052)
C (-3.644, -3.575, 1.655)
C (-2.263, -3.614, 1.432)
C (-1.578, -2.509, 0.963)
S (0.140, -2.614, 0.830)
C (-4.337, -4.711, 2.142)
N (-4.886, -5.643, 2.542)
H (-4.213, -0.352, 0.696)
H (-1.712, -4.521, 1.642)
C (3.785, 2.940, -2.117)
C (2.713, 2.004, -1.589)
O (2.201, 1.213, -2.653)
P (3.434, 0.786, -0.410)
O (4.324, -0.150, -1.341)
O (4.574, 1.436, 0.481)
O (2.461, 0.016, 0.407)
P (1.371, 2.927, -0.713)
O (2.189, 3.081, 0.710)
O (1.029, 4.248, -1.264)
O (0.270, 1.902, -0.525)
H (4.499, 2.381, -2.724)
H (4.310, 3.412, -1.288)
H (3.320, 3.717, -2.722)
H (1.375, 0.784, -2.351)
H (3.763, -0.543, -2.030)
H (4.161, 1.802, 1.280)
H (1.715, 3.722, 1.260)
F (0.191, 0.290, 1.838)
C (-1.567, -0.241, 0.017)
F (-3.776, 0.782, -0.891)
F (0.651, -0.633, -1.464)

Calculated values
HOMO (alpha / beta), Ha: -0.15875 / -0.25684
Energy above the lowest of the compared OMol25 structures with the same formula, charge and spin, kcal per mole: 61.9
Spin multiplicity: 5
Total charge: -1
HOMO-LUMO gap (alpha / beta), hartree: 0.222 / 0.231
Lowest unoccupied orbital energy (alpha / beta), Ha: 0.0635 / -0.0261